[1]
Entry from OMol25: a 3-piece molecular cluster, C27H47FN3O11P2 overall (the ωB97M-V functional and the def2-TZVPD basis).

Values from the calculation:
Net charge: +1
Strongest force on any atom in eV/Å: 9.3
E_HOMO in eV: -10.35

Element x y z (Å)
P 7.2891 4.8307 -0.1261
P -5.1287 -9.2267 0.4547
F 3.2323 1.2516 -1.2609
O 7.9025 3.3282 -0.4247
O 5.9734 4.7281 0.6563
O 6.4007 4.7805 -1.6096
O 8.1774 4.8809 1.3577
O -5.6418 -8.0638 1.3138
O -1.4517 5.9941 1.5927
O -6.3910 -10.1179 -0.1246
O -3.3497 -1.8126 -3.6889
O -5.0718 -10.2453 1.8519
O -3.3532 -3.8891 -2.3665
O -5.1857 -8.2082 -0.9425
N -0.8173 1.2451 -0.3922
N 0.6478 7.3670 1.5840
N -1.4109 3.5140 -0.7613
C -2.6271 2.9562 -0.0327
C 7.9850 3.8437 2.3088
C 0.6786 6.5530 4.2551
C 5.6833 3.5992 -1.9355
C -1.3654 4.9778 -1.2076
C -0.0900 5.8188 -0.6077
C -2.2371 -5.2976 -0.6156
C 2.1872 0.8587 -3.6214
C 1.9226 1.2013 -2.0074
C -6.1051 -11.4232 -0.5882
C 3.3909 4.8416 3.6172
C -2.4662 -1.4675 -1.3229
C -0.3452 6.3827 0.9411
C -3.6052 -0.7749 -0.3622
C -2.9739 0.1176 0.8869
C -2.0969 -4.6270 -2.1392
C -2.2021 1.3899 0.1991
C 1.1488 2.6418 -1.7768
C -3.1041 -2.4463 -2.5084
C 9.2713 3.2431 -0.7708
C -0.3002 2.5204 -1.0201
C 2.6716 5.7257 2.4302
C -6.2436 -10.3956 2.6404
C -6.4475 -7.7363 -1.3916
C 1.3857 5.6619 5.4441
C 2.7646 4.7762 5.1354
C 1.3030 6.5859 2.7119
H 0.8869 5.6494 6.5108
H -0.2872 7.1656 4.5497
H 3.3318 0.5311 -3.6954
H -6.8285 -12.1151 -0.1487
H -7.1069 -7.4728 -0.5601
H -3.0531 -6.1562 -0.7437
H 7.2319 3.1123 2.0012
H -6.5370 -11.4487 2.6249
H -2.3660 5.5308 -0.8922
H -2.1303 -0.5553 1.3937
H -5.0970 -11.7421 -0.3083
H 1.9715 1.7680 -4.3254
H 1.3526 0.2717 -1.5828
H 5.2068 3.1531 -1.0582
H -3.8053 0.4447 1.6752
H -4.3217 -1.6367 0.0234
H -2.7287 -4.4993 0.0989
H -1.1220 -3.9903 -2.2579
H -0.4120 0.2877 -0.3023
H 1.5439 -0.1047 -3.9032
H -3.6363 3.4513 0.2921
H 9.7944 4.1873 -0.5948
H -6.2064 -11.4511 -1.6743
H -7.0831 -9.7921 2.2829
H 3.2546 4.1262 5.9969
H 3.1646 5.7432 1.3450
H 1.8578 3.3135 -1.1323
H 7.6809 4.2914 3.2577
H -6.0119 -10.1105 3.6692
H -1.7106 -2.1094 -0.6660
H 0.9274 3.1053 -2.8511
H -2.0269 -5.5383 -2.8799
H -6.9198 -8.4950 -2.0165
H -1.3184 5.0746 -2.3959
H -1.2290 -5.7403 -0.2181
H 8.9375 3.3269 2.4530
H 1.3783 7.6496 0.8931
H 0.0334 6.7756 -1.3073
H -1.7950 -0.6772 -1.9146
H 9.3614 2.9686 -1.8230
H 0.9318 5.2384 -0.6860
H 9.7365 2.4633 -0.1620
H 4.9060 3.8604 -2.6595
H -4.2030 -0.0028 -1.0320
H 6.3575 2.8790 -2.4005
H -6.2808 -6.8432 -2.0010
H 4.3651 4.2289 3.3495

Mulliken charges, unit e, in atom order: P 1.04; P 1.20; F -0.34; O -0.31; O -0.36; O -0.50; O -0.48; O -0.53; O -0.54; O -0.34; O -0.53; O -0.48; O -0.25; O -0.38; N -0.02; N -0.35; N 0.31; C -0.34; C -0.59; C -0.24; C -0.52; C -0.71; C -0.24; C -0.52; C -1.06; C 0.55; C -0.78; C -0.32; C -0.10; C 0.43; C -0.48; C -0.63; C -0.40; C 0.00; C -0.52; C 0.12; C -0.81; C -0.02; C -0.13; C -0.61; C -0.55; C -0.32; C -0.43; C 0.07; H 0.29; H 0.30; H 0.30; H 0.24; H 0.33; H 0.04; H 0.29; H 0.25; H 0.35; H 0.31; H 0.38; H 0.32; H 0.05; H 0.30; H 0.33; H 0.33; H 0.18; H 0.28; H 0.43; H 0.30; H 0.35; H 0.38; H 0.29; H 0.32; H 0.29; H 0.22; H 0.17; H 0.26; H 0.25; H 0.33; H 0.33; H 0.34; H 0.21; H 0.33; H 0.31; H 0.25; H 0.42; H 0.40; H 0.12; H 0.29; H 0.01; H 0.25; H 0.24; H 0.31; H 0.26; H 0.23; H 0.27



[2]
Entry from OMol25: a 2-piece molecular cluster, C27H47N2O5 overall (the ωB97M-V functional and the def2-TZVPD basis).

Values from the calculation:
ΔE to the lowest compared entry with this formula, charge and spin in kcal/mol: 0.00
Net charge: +1
Strongest force on any atom in eV/Å: 0.5
E_HOMO in eV: -12.12

Element x y z (Å)
O -3.9552 4.7597 1.0931
O -3.7471 3.1393 -0.4648
O -3.1304 1.9116 -4.2808
O -2.3448 3.1775 1.2697
O -1.1459 -2.7957 -2.0095
N 3.3833 -0.8946 1.5193
N 1.1760 5.1766 -1.4649
C -3.4021 3.8052 0.6668
C -0.6886 3.7112 -1.8270
C -5.0765 1.2278 -3.1504
C -2.8727 1.3267 -1.9132
C -2.8416 -0.0628 1.2434
C -1.7183 2.4101 0.2080
C -0.7111 -2.1338 -4.3178
C -3.7222 0.8947 0.4325
C 1.0954 4.8822 -0.1708
C 2.1988 -0.5062 0.6278
C 3.8358 -2.2313 0.9693
C 4.4609 0.1282 1.4043
C -2.3686 -2.7005 -1.3011
C 2.9091 -1.0248 2.9548
C -0.8040 -1.7102 -2.8579
C 0.2845 4.6071 -2.2622
C -0.7522 3.3772 -0.4807
C 2.5629 -2.9036 0.5010
C 4.4196 -3.4960 4.3320
C -1.7723 -0.8757 0.4798
C -3.7632 1.9693 -2.9931
C -2.9843 1.9055 -0.4895
C 3.9695 -0.9934 4.0495
C 1.7947 -1.7577 -0.1591
C 5.0152 -2.1098 4.0929
C 0.1625 4.0072 0.3620
C -2.1655 -2.3353 0.1643
H 2.5315 0.2974 -0.0234
H -1.4678 -0.3714 -0.4419
H -2.8412 -3.6845 -1.3437
H 3.4006 -1.0275 4.9825
H 2.2351 -0.1851 3.1163
H 2.0084 -3.3166 1.3451
H -3.0595 -2.6115 0.7285
H -4.4543 0.3415 -0.1594
H -1.4832 -2.8678 -4.5401
H -0.8928 -1.2665 -4.9577
H 2.3145 -1.9359 2.9981
H 4.3762 -2.7742 1.7356
H 3.6472 -3.7546 3.6028
H -4.8724 0.1978 -3.4513
H -1.5383 -0.9062 -2.7682
H -3.9646 3.0123 -2.7506
H 1.8044 5.3753 0.4838
H 5.6302 -2.1127 3.1891
H -1.1280 1.6346 0.6868
H 4.1005 1.0698 1.8120
H 0.1513 -1.2934 -2.5169
H 5.7051 -1.8778 4.9051
H 4.4623 -0.0193 4.0536
H 0.7181 -1.9166 -0.1491
H -0.8708 -0.8947 1.1025
H -3.1422 0.2720 -1.8447
H 4.7052 0.2480 0.3524
H -4.3007 1.4837 1.1470
H -1.3741 -3.0004 0.5249
H 5.1900 -4.2637 4.2749
H -3.0504 -2.0041 -1.8029
H 0.3248 4.8786 -3.3105
H 0.2703 -2.5254 -4.5788
H -2.3893 0.5042 2.0595
H -1.8360 1.3314 -2.2476
H -3.5087 -0.7826 1.7231
H -2.1837 2.0456 -4.1959
H 5.3406 -0.2049 1.9459
H 1.4063 -0.1272 1.2662
H -5.6827 1.6939 -3.9254
H 3.9662 -3.5547 5.3215
H 2.7680 -3.7230 -0.1836
H -5.6455 1.2259 -2.2194
H 0.1374 3.8336 1.4303
H -1.4053 3.3429 -2.5366
H 2.0928 -1.6530 -1.2016
H 4.5028 -2.0191 0.1342

Mulliken charges, unit e, in atom order: O -0.54; O -0.54; O -0.62; O -0.46; O -0.45; N 0.79; N -0.62; C 0.42; C -0.28; C -1.63; C -1.55; C -1.26; C 0.59; C -1.45; C -1.65; C -0.52; C -0.69; C -0.46; C -1.25; C -0.47; C -0.72; C 1.15; C -0.60; C -0.02; C -1.21; C -1.21; C 0.95; C 0.36; C 3.18; C -0.93; C 1.05; C -0.51; C -0.72; C -1.02; H 0.16; H 0.09; H 0.43; H 0.48; H 0.37; H 0.32; H 0.44; H 0.36; H 0.34; H 0.35; H 0.49; H 0.25; H 0.24; H 0.34; H -0.49; H 0.47; H 0.39; H 0.27; H 0.09; H 0.42; H -0.06; H 0.45; H 0.36; H -0.89; H -0.19; H -0.26; H 0.47; H 0.37; H 0.34; H 0.35; H 0.13; H 0.42; H 0.33; H 0.39; H 0.79; H 0.65; H 0.37; H 0.37; H 0.21; H 0.45; H 0.39; H 0.54; H 0.34; H 0.50; H 0.44; H 0.34; H 0.45



[3]
Entry from OMol25: C27H47N6O4SZr as an isolated structure (the ωB97M-V functional and the def2-TZVPD basis).

Values from the calculation:
ΔE to the lowest compared entry with this formula, charge and spin in kcal/mol: 9.47
Net charge: +3
Strongest force on any atom in eV/Å: 1.3
E_HOMO in eV: -16.39

Element x y z (Å)
Zr 0.4687 -0.5938 -0.3738
S 1.3612 -3.0821 -0.6464
O -1.6439 -0.8724 -3.7966
O -0.0964 -0.3260 -2.2469
O 2.3259 -0.2582 0.1234
O 3.3443 -0.6872 -1.8585
N 3.9581 -3.1310 0.1471
N 1.0449 1.8660 -0.9213
N 3.4933 -3.8200 -1.9807
N -0.2651 0.6932 1.3316
N -2.3949 1.4589 -2.0619
N -1.7468 -1.4064 -0.4924
C 4.4134 -1.5663 3.4560
C -1.0839 -1.1336 -2.7834
C 3.0914 -3.3343 -0.8201
C -3.4536 3.6304 -1.3620
C -1.5316 -2.1895 -1.7770
C -3.0337 -2.6869 1.3546
C 0.1497 -0.2811 3.6473
C 3.4406 -2.2083 4.2137
C 1.3330 2.4242 0.4589
C -2.3809 3.3755 -3.5804
C -2.2758 3.0005 -2.0992
C 3.7132 -2.7976 1.5264
C 0.9285 1.5608 1.6679
C 0.6303 2.8502 -3.2757
C -0.9801 3.4266 -1.3603
C -0.6860 -1.7293 1.8274
C 2.6134 -3.1537 3.6165
C 4.5528 -1.8633 2.1070
C 0.4571 3.0111 -1.7678
C 2.7776 0.0685 -1.1281
C -0.7591 -0.2923 2.4201
C 2.7452 -3.4566 2.2674
C 2.3200 1.4389 -1.5916
C -2.1567 0.1441 2.8323
C -2.9649 0.8913 -0.7999
C -3.0183 -0.6251 -0.6898
C -1.6919 -2.2835 0.7615
H 0.2352 1.9122 -3.6726
H -3.4235 3.2931 -3.8985
H -0.7488 -2.4290 2.6595
H -3.6708 -0.8173 0.1557
H 2.1511 -4.2455 1.8230
H 4.9370 -3.1671 -0.1125
H 1.0753 3.8652 -1.4846
H 1.8918 -3.6979 4.2149
H -3.4290 4.7029 -1.5572
H -2.8525 -3.4730 2.0895
H -2.4434 -2.6776 -2.1134
H 0.8254 3.3821 0.5370
H -2.4265 1.3435 0.0236
H 0.1927 0.7048 4.1094
H 1.7473 0.9309 1.9822
H 2.3972 2.6388 0.5470
H 3.1492 2.1382 -1.4460
H 3.3575 -2.0049 5.2738
H -1.7762 2.7490 -4.2363
H -2.0808 4.4134 -3.7240
H -0.7636 -2.9488 -1.6581
H -1.0178 1.3579 1.1897
H 1.1654 -0.6215 3.4316
H 0.6847 2.2202 2.4980
H 5.0805 -0.8495 3.9174
H -1.4511 1.0889 -2.2368
H 2.1702 1.3169 -2.6536
H -3.5342 -1.0277 -1.5618
H -3.6854 -3.1159 0.5907
H 1.6707 2.9367 -3.5772
H 5.3219 -1.3766 1.5160
H 4.4520 -4.0893 -2.1519
H -2.5823 -0.5604 3.5472
H 2.8386 -3.9110 -2.7404
H -3.9895 1.2468 -0.7364
H -2.1062 1.1163 3.3313
H -1.2375 -3.2174 0.4297
H -4.4108 3.2647 -1.7430
H -2.9551 1.1513 -2.8624
H -1.1255 3.2190 -0.2933
H -0.2758 -0.9629 4.3846
H 0.1177 3.6768 -3.7632
H -2.8476 0.2265 1.9888
H 0.3606 -1.8890 1.4805
H -1.0042 4.5156 -1.4283
H -3.5656 -1.8868 1.8645
H -3.4173 3.4954 -0.2793

Mulliken charges, unit e, in atom order: Zr 0.09; S -0.43; O -0.52; O -0.44; O 0.04; O -0.50; N -0.13; N 1.47; N -0.32; N 0.15; N 0.72; N 0.53; C -0.63; C 0.25; C 0.37; C -1.97; C -0.69; C -1.78; C -1.92; C -0.79; C -1.34; C -1.87; C 1.63; C 0.22; C -0.67; C -2.22; C -1.62; C -1.05; C -0.62; C -0.44; C 0.06; C 0.37; C 2.44; C -0.21; C -1.14; C -1.85; C -0.54; C -1.65; C -0.03; H 0.30; H 0.49; H 1.11; H 0.59; H 0.69; H 0.33; H 0.74; H 0.51; H 0.51; H 0.44; H 0.57; H 0.56; H -0.13; H 0.45; H 0.31; H 0.28; H 0.64; H 0.49; H 0.46; H 0.38; H 0.53; H 0.11; H 0.27; H 0.83; H 0.45; H -0.79; H 0.30; H 0.44; H 0.46; H 0.62; H 0.47; H 0.25; H 0.39; H 0.22; H 0.85; H 0.45; H 0.28; H 0.46; H 0.66; H 0.54; H 0.54; H 0.53; H 0.39; H -0.22; H 0.48; H 0.45; H 0.31



[4]
Entry from OMol25: C27H48AlBBrF12LiN4O14PS as an isolated structure (the ωB97M-V functional and the def2-TZVPD basis).

Values from the calculation:
Net charge: +1
Strongest force on any atom in eV/Å: 4.3
E_HOMO in eV: -7.50

Element x y z (Å)
Br 0.8903 -2.3024 6.5667
S 0.6073 2.8152 -6.1005
P 0.8320 -0.5893 -5.5875
Al 4.2195 2.9577 -2.6334
F -6.3279 4.4046 -0.0686
F -6.9639 1.6907 -0.4610
F -5.2892 3.6934 -2.5442
F 7.2835 -2.8035 3.5831
F -4.2283 3.7885 0.3487
F 5.0259 -2.6333 3.1107
F -5.8796 3.0040 1.5044
F -4.4966 1.7864 -4.2692
F 0.5301 -4.6987 6.1752
F -6.7221 2.0599 -2.8147
F -4.8677 1.1611 -0.1863
F -4.6744 0.1906 -2.7741
O -4.4015 -0.1541 7.7667
O 6.1076 -0.8775 4.3031
O -0.2773 -2.2632 2.9250
O 4.8153 5.0608 -5.0180
O 6.8346 0.9574 1.4649
O 2.5594 -1.3629 -0.0071
O -0.9123 -0.1935 3.4021
O 6.5631 -1.1970 2.0007
O 2.4466 -0.1625 1.9014
O 2.8225 6.8757 -6.1220
O 2.9855 -4.0044 1.3833
O 6.2738 1.3595 4.3013
O -1.6685 -0.0559 6.7463
O -0.4353 -0.2752 -6.6519
N -1.2069 0.2952 -2.9474
N 2.2574 -0.3069 -6.5470
N 0.2164 2.0677 -2.6385
N 0.9084 0.5920 -4.2597
C -0.2005 -2.1070 1.4563
C 1.0086 2.9850 -3.4877
C 6.3165 0.3004 3.7334
C -2.5725 -1.7703 3.9518
C -0.7379 -2.2091 -3.0107
C -5.5184 3.3983 0.2412
C 4.0580 -4.9391 1.2751
C -4.6612 -1.4105 8.3987
C 2.9558 1.1266 -0.0033
C -3.0122 1.9860 -2.4448
C 0.9782 1.8716 -1.3765
C -0.1610 -3.5054 0.7785
C -4.4291 1.5261 -2.9163
C -2.1021 0.8339 -1.8930
C 6.6046 0.0935 2.2785
C -1.1818 -1.3527 3.4019
C -0.3093 0.3598 6.7485
C -0.1132 0.8616 -3.3521
C -1.6034 -0.9985 -3.5594
C 2.3701 1.1552 -1.4859
C 1.3795 1.9740 -4.6598
C -5.5368 2.3980 -2.2232
C -3.5882 -1.9551 3.0580
C 2.6210 -0.1987 0.7339
C -5.6925 2.1383 -0.6729
C -0.7889 -2.1882 -1.4253
C -0.1722 -3.4736 -0.7898
B 6.2460 -1.9210 3.2587
Li -5.5657 -0.9235 4.7866
H -2.4817 2.4673 -3.2981
H 3.4241 -1.4378 -0.4531
H -3.4856 -0.1756 7.4543
H 0.3006 -2.2085 -3.3963
H 2.5173 2.0156 0.5066
H 3.1530 1.7026 -2.1032
H 0.2919 -0.4751 7.1480
H 0.8813 -3.5724 -1.1557
H 1.1616 2.8870 -0.9533
H -2.1844 0.6785 6.3904
H -5.6889 -1.4132 8.7568
H -0.1806 1.2366 7.3851
H 4.9802 -4.4180 1.0138
H 0.4122 1.3069 -0.5962
H 1.8379 3.5366 -3.0044
H -1.3069 -3.1253 -3.2994
H 0.3120 3.7318 -3.9434
H -1.8765 -2.1720 -1.1386
H -2.6744 -0.0163 -1.4608
H 2.2991 0.1298 -1.9200
H 0.0134 0.5865 5.7315
H 1.9686 6.4452 -6.1919
H 5.5278 5.3625 -4.4406
H 0.7275 2.0399 -7.2173
H -1.5347 1.2591 -1.0375
H -3.4317 -2.5870 2.1620
H -1.1005 -1.5081 1.1708
H 2.4802 1.9583 -4.8338
H 0.7759 -4.0146 1.1681
H -1.0136 -4.0955 1.1978
H -4.5667 -1.4626 3.2381
H -4.5262 -2.2276 7.6828
H -0.6896 -4.3980 -1.1423
H -2.6468 -1.2152 -3.2275
H 4.1892 -5.4674 2.2208
H 3.8143 -5.6572 0.4924
H 0.7436 -1.5584 1.2610
H 4.0611 1.3075 -0.0416
H 4.3769 5.8910 -5.3108
H 3.2256 -3.3789 2.0805
H -0.0322 -0.0976 -7.5251
H 3.1003 -0.5052 -6.0103
H 2.2661 0.6299 -6.9556
H -0.3427 -1.2387 -1.0472
H -3.1227 2.7328 -1.6242
H -2.7286 -1.8879 5.0446
H -1.6599 -0.9790 -4.6740
H -3.9860 -1.5475 9.2436

Mulliken population analysis, charges in e, atoms 1 to 99: Br 0.25; S -0.10; P -0.08; Al 0.44; F -0.23; F -0.30; F -0.29; F -0.30; F -0.21; F -0.36; F -0.27; F -0.33; F -0.42; F -0.31; F -0.27; F -0.32; O -0.53; O -0.47; O -0.25; O -0.57; O -0.69; O -0.25; O -0.55; O -0.49; O -0.44; O -0.99; O -0.35; O -0.61; O -0.41; O -0.46; N 0.55; N -0.60; N 0.79; N 0.43; C 1.28; C -1.38; C 0.53; C 0.03; C -0.45; C 0.61; C -0.74; C -0.60; C -0.94; C -1.17; C -1.11; C -0.66; C 1.08; C -1.14; C 0.71; C 0.71; C -0.71; C -0.41; C -1.13; C 1.00; C -0.01; C 0.38; C -0.43; C -0.06; C 0.69; C 0.37; C -0.80; B 0.69; Li 0.98; H 0.42; H 0.34; H 0.49; H 0.21; H 0.46; H -0.36; H 0.18; H 0.33; H 0.56; H 0.28; H 0.26; H 0.32; H 0.23; H 0.03; H 0.09; H 0.57; H 0.47; H 0.16; H 0.94; H 0.61; H 0.35; H 0.10; H 0.30; H 0.13; H 0.33; H 0.29; H 0.54; H 0.34; H 0.04; H 0.36; H -0.71; H 0.27; H 0.46; H 0.60; H 0.28; H 0.31



Number 1: total energy -77017.054 eV, LUMO -5.06 eV, orbital gap 5.29 eV. Number 2: total energy -41972.509 eV, LUMO -2.56 eV, orbital gap 9.57 eV. Number 3: total energy -57987.469 eV, LUMO -8.88 eV, orbital gap 7.51 eV. Number 4: total energy -193641.995 eV, LUMO -6.29 eV, orbital gap 1.21 eV.